No. 1
Computed, not measured: C27H29N2O3PtS3Te as an isolated structure, with wB97M-V/def2-TZVPD.

CARTESIAN COORDINATES (ANGSTROEM)
Pt1 -2.772 2.221 -1.341
Te1 -0.697 0.225 1.542
S1 -0.943 3.523 -0.786
S2 -1.338 5.540 1.432
S3 -3.452 3.660 0.328
O1 -3.787 -1.045 1.485
O2 -5.230 0.587 -4.340
O3 -4.597 1.632 -2.455
N1 -2.031 1.067 -2.915
N2 -2.753 0.370 0.045
C1 -0.165 -1.803 -0.727
C2 1.695 1.274 3.326
C3 -1.874 4.350 0.417
C4 -5.217 0.439 0.295
C5 1.270 -2.415 2.467
C6 2.539 -2.556 -3.305
C7 -4.398 0.960 -3.510
C8 0.317 -0.620 -0.131
C9 2.911 -1.162 3.854
C10 -2.942 0.589 -3.770
C11 -3.840 -0.117 0.636
C12 1.513 -0.058 -0.607
C13 1.166 0.113 2.745
C14 -0.303 0.007 -4.150
C15 -0.741 0.785 -3.094
C16 0.570 -2.403 -1.745
C17 -1.454 -2.451 -0.319
C18 1.771 -1.879 -2.200
C19 -1.239 -0.499 -5.040
C20 1.789 -1.117 3.032
C21 2.820 1.192 4.151
C22 2.221 -0.704 -1.624
C23 1.137 2.655 3.068
C24 2.081 1.241 -0.100
C25 3.444 -0.012 4.424
C26 4.647 -0.086 5.329
C27 -2.576 -0.203 -4.845
H1 0.753 -0.204 -4.246
H2 1.908 -2.714 -4.183
H3 5.464 -0.639 4.859
H4 0.106 2.647 2.725
H5 -5.954 -0.097 0.893
H6 1.287 1.917 0.220
H7 4.409 -0.594 6.267
H8 1.716 3.163 2.292
H9 2.659 1.729 -0.889
H10 3.145 -0.256 -1.979
H11 -1.455 -3.507 -0.599
H12 -2.293 -1.951 -0.805
H13 1.434 -2.472 1.389
H14 3.378 -2.123 4.059
H15 -1.655 -2.347 0.747
H16 2.909 -3.536 -2.991
H17 1.769 -3.266 2.936
H18 -0.926 -1.119 -5.872
H19 0.193 -2.498 2.621
H20 0.183 -3.314 -2.195
H21 -5.440 0.333 -0.765
H22 3.215 2.107 4.587
H23 -3.365 -0.555 -5.494
H24 1.196 3.267 3.970
H25 3.399 -1.957 -3.609
H26 2.741 1.079 0.754
H27 -0.059 1.194 -2.362
H28 -5.268 1.506 0.522
H29 5.013 0.912 5.575

* total charge: -2
* 2S+1: 2
* E_tot: -80640.5529 eV
* ΔE to the lowest compared entry with this formula, charge and spin: 105.2 kJ/mol
* maximum force: 0.0128 hartree/bohr
* frontier orbital gap (spin up / spin down): 5.3961 / 5.7599 eV
* E_HOMO (spin up / spin down): -1.246 / -1.610 eV

=====

No. 2
Computed, not measured: C3H6NOS as an isolated structure, with wB97M-V/def2-TZVPD.

CARTESIAN COORDINATES (ANGSTROEM)
S1 -1.981 0.927 -0.373
O1 -1.830 -1.706 -0.196
N1 1.038 -0.679 -0.413
C1 0.064 -0.131 0.439
C2 -1.385 -0.653 0.009
C3 -0.289 1.307 0.185
H1 1.836 -0.037 -0.131
H2 0.381 -0.375 1.508
H3 0.843 -0.500 -1.458
H4 -0.330 1.847 1.199
H5 0.402 1.679 -0.531
H6 1.249 -1.679 -0.236

* total charge: +1
* 2S+1: 1
* E_tot: -17572.7961 eV
* ΔE to the lowest compared entry with this formula, charge and spin: 60.2 kJ/mol
* maximum force: 0.0972 hartree/bohr
* frontier orbital gap: 9.9970 eV
* E_HOMO: -14.287 eV

=====

No. 3
Computed, not measured: a single C4H2OS molecule, with wB97M-V/def2-TZVPD.

CARTESIAN COORDINATES (ANGSTROEM)
S1 -0.129 1.643 0.772
O1 -0.237 -2.177 0.554
C1 -0.051 0.112 0.110
C2 -0.229 -1.051 1.062
C3 0.160 -0.232 -1.305
C4 0.666 -0.122 -2.443
H1 0.922 -0.360 -3.521
H2 -0.237 -0.744 2.192

* total charge: 0
* 2S+1: 1
* E_tot: -17059.2204 eV
* ΔE to the lowest compared entry with this formula, charge and spin: 53.6 kJ/mol
* SMILES: C#CC(=S)C=O
* maximum force: 0.0609 hartree/bohr
* frontier orbital gap: 7.6173 eV
* E_HOMO: -9.623 eV

=====

No. 4
Computed, not measured: a 2-piece molecular cluster, C4H9O4 overall, with wB97M-V/def2-TZVPD.

CARTESIAN COORDINATES (ANGSTROEM)
O1 -2.879 -1.340 -1.268
O2 -2.430 0.005 0.441
O3 1.397 -1.299 1.554
O4 1.042 3.171 0.081
C1 0.358 -0.058 -0.235
C2 1.669 -0.502 0.480
C3 -0.624 -1.223 -0.446
C4 -2.056 -0.896 -0.510
H1 1.634 2.590 -0.412
H2 -0.449 -1.858 0.427
H3 -0.131 0.656 0.425
H4 -3.382 0.122 0.303
H5 2.298 -1.126 -0.168
H6 2.202 0.407 0.786
H7 0.583 0.468 -1.164
H8 -0.289 -1.882 -1.248
H9 1.056 2.765 0.956

* total charge: 0
* 2S+1: 2
* E_tot: -12481.9337 eV
* ΔE to the lowest compared entry with this formula, charge and spin: 0.0 kJ/mol
* maximum force: 0.0399 hartree/bohr
* frontier orbital gap (spin up / spin down): 11.1374 / 8.5648 eV
* E_HOMO (spin up / spin down): -10.592 / -10.524 eV

=====

No. 5
Computed, not measured: a 2-piece molecular cluster, Br2FP overall, with wB97M-V/def2-TZVPD.

CARTESIAN COORDINATES (ANGSTROEM)
Br1 0.317 -1.019 0.838
Br2 1.958 -0.726 -3.640
P1 -0.323 1.034 1.305
F1 -1.952 0.712 1.497

* total charge: 0
* 2S+1: 1
* E_tot: -152090.2521 eV
* ΔE to the lowest compared entry with this formula, charge and spin: 289.3 kJ/mol
* maximum force: 0.0386 hartree/bohr
* frontier orbital gap (spin up / spin down): 9.8708 / 4.9886 eV
* E_HOMO (spin up / spin down): -11.314 / -8.717 eV

=====

No. 6
Computed, not measured: C20H19IIrN5O3Te4 as an isolated structure, with wB97M-V/def2-TZVPD.

CARTESIAN COORDINATES (ANGSTROEM)
Ir1 1.696 0.020 1.200
I1 2.434 -3.819 1.199
Te1 4.223 -1.458 4.289
Te2 1.916 -2.633 4.712
Te3 3.548 0.743 2.821
Te4 0.185 -2.227 1.225
O1 -0.616 3.314 -0.108
O2 0.250 1.747 -2.235
O3 -1.772 -0.838 0.887
N1 0.096 -1.523 -1.651
N2 2.803 -0.178 -0.800
N3 -2.982 0.881 0.039
N4 0.804 1.485 0.001
N5 0.007 1.069 2.539
C1 -0.412 -2.928 -3.512
C2 -0.407 -3.839 -1.304
C3 -1.997 0.005 -0.010
C4 3.870 -0.076 -3.341
C5 -3.914 0.911 1.154
C6 2.750 0.676 -3.021
C7 -0.345 0.790 3.791
C8 -3.183 1.840 -1.042
C9 -0.080 -1.701 -2.962
C10 -0.062 -2.571 -0.860
C11 -1.749 2.716 3.881
C12 -0.580 -4.014 -2.668
C13 -0.120 2.391 0.493
C14 4.437 -0.888 -2.372
C15 0.997 1.360 -1.368
C16 -1.231 1.588 4.497
C17 -1.380 3.001 2.576
C18 3.871 -0.910 -1.107
C19 2.246 0.594 -1.737
C20 -0.502 2.142 1.937
H1 -4.117 1.617 -1.560
H2 -2.431 3.367 4.412
H3 -2.346 1.792 -1.735
H4 -3.882 1.894 1.625
H5 0.107 -0.092 4.230
H6 -1.368 0.070 -0.900
H7 -1.495 1.325 5.512
H8 2.256 1.318 -3.736
H9 -3.216 2.848 -0.632
H10 -0.527 -4.661 -0.611
H11 -1.743 3.865 2.038
H12 4.296 -0.031 -4.334
H13 -4.928 0.730 0.795
H14 -3.640 0.146 1.873
H15 4.268 -1.532 -0.315
H16 -0.539 -3.025 -4.581
H17 -0.847 -4.985 -3.064
H18 5.304 -1.497 -2.582
H19 0.048 -0.820 -3.580

* total charge: +1
* 2S+1: 6
* E_tot: -74748.5382 eV
* ΔE to the lowest compared entry with this formula, charge and spin: 0.0 kJ/mol
* maximum force: 0.0031 hartree/bohr
* frontier orbital gap (spin up / spin down): 6.6197 / 5.7821 eV
* E_HOMO (spin up / spin down): -9.935 / -10.968 eV

=====

- What is the ΔE to the lowest compared entry with this formula, charge and spin in the sixth record?
  0.0 kJ/mol